No. 1
{"formula": "C6H13N2", "method": "the ωB97M-V functional and the def2-TZVPD basis", "smiles": "CCNC=[N+]1CCC1", "total_charge": 1, "relative_energy_kj_mol": 283.05, "symbols": ["C", "C", "N", "C", "N", "C", "C", "C", "H", "H", "H", "H", "H", "H", "H", "H", "H", "H", "H", "H", "H"], "positions_angstrom": [[-3.043, 0.656, 0.521], [-2.559, 0.186, -0.853], [-1.258, -0.457, -0.596], [-0.173, 0.164, -0.248], [1.104, -0.068, 0.001], [1.803, -1.236, 0.441], [3.142, -0.478, 0.453], [2.305, 0.745, -0.131], [-3.906, 1.298, 0.505], [-3.296, -0.192, 1.127], [-2.217, 1.279, 0.926], [-3.195, -0.478, -1.355], [-2.502, 0.958, -1.729], [-1.120, -1.324, -0.597], [-0.537, 1.172, -0.088], [1.761, -2.003, -0.342], [1.331, -1.704, 1.359], [3.586, 0.000, 1.354], [3.845, -1.001, -0.254], [2.253, 1.504, 0.599], [2.677, 0.981, -1.096]], "forces_ev_per_a": [[0.54, 1.09, -0.86], [0.57, 2.12, -0.47], [0.37, 5.76, -0.11], [-0.11, 3.93, 0.22], [-2.37, -0.72, -0.73], [-0.67, -2.44, 0.96], [0.01, 0.95, -0.59], [0.99, -1.28, 0.92], [-0.43, 0.23, -0.33], [0.23, -0.37, 0.49], [-0.69, -0.54, 0.31], [-0.84, -1.68, -0.08], [0.56, -0.71, 2.08], [0.08, -9.55, -0.70], [1.31, 1.05, -0.53], [0.37, -0.11, 0.21], [0.80, 0.68, -0.75], [-0.09, -1.66, -0.24], [-0.38, 1.09, 0.99], [0.31, 1.45, 0.24], [-0.55, 0.72, -1.03]]}

---

No. 2
{"formula": "C4H16N4", "method": "the ωB97M-V functional and the def2-TZVPD basis", "total_charge": 2, "relative_energy_kj_mol": 52.46, "symbols": ["C", "C", "N", "N", "N", "H", "H", "H", "H", "H", "H", "H", "H", "C", "C", "N", "H", "H", "H", "H", "H", "H", "H", "H"], "positions_angstrom": [[-1.375, -1.283, 1.936], [0.121, 0.685, 2.120], [-0.902, 0.052, 1.521], [1.023, -0.006, 2.834], [0.211, 2.005, 2.079], [-1.562, 0.645, 1.048], [0.843, -0.969, 3.050], [2.003, 0.225, 2.747], [-0.539, 2.526, 1.660], [0.777, 2.534, 2.718], [-0.611, -2.007, 1.630], [-2.371, -1.504, 1.561], [-1.385, -1.352, 3.028], [0.438, -0.460, -2.035], [-0.149, 0.948, -2.124], [0.775, -1.050, -3.386], [1.375, -0.420, -1.471], [-0.077, -1.126, -1.326], [-0.711, 1.144, -3.064], [0.595, 1.737, -2.012], [1.776, -1.052, -3.572], [0.387, -1.977, -3.558], [0.299, -0.380, -4.000], [-0.941, 1.087, -1.384]], "forces_ev_per_a": [[1.23, -0.20, 0.52], [-0.43, -0.51, 0.63], [-0.08, 0.36, 0.21], [0.07, -0.10, -0.34], [-0.18, 0.24, -0.67], [-0.28, 0.08, 0.21], [-0.01, -0.24, -0.10], [-0.06, 0.33, 0.40], [-0.06, 0.16, -0.14], [0.37, -0.16, 0.15], [-0.54, -0.20, -0.32], [0.27, 0.11, -0.19], [-0.36, 0.18, -0.06], [1.13, 0.13, 2.01], [-0.87, 0.09, -0.57], [-1.00, 0.74, 0.36], [0.25, 0.27, -0.47], [-0.65, -0.19, -1.23], [0.47, -0.25, 0.28], [-0.01, -0.15, -0.05], [0.04, -0.02, -0.13], [0.03, -0.14, 0.04], [0.38, -0.46, -0.67], [0.30, -0.07, 0.15]]}

---

No. 3
{"formula": "C12H12Br2", "method": "the ωB97M-V functional and the def2-TZVPD basis", "smiles": "CC[C@@]1(Br)c2ccccc2C=C[C@H]1Br", "total_charge": 0, "relative_energy_kj_mol": 0.00, "symbols": ["C", "C", "C", "Br", "C", "C", "C", "C", "C", "C", "C", "C", "C", "Br", "H", "H", "H", "H", "H", "H", "H", "H", "H", "H", "H", "H"], "positions_angstrom": [[-0.822, 2.434, 1.668], [-0.547, 0.956, 1.412], [0.183, 0.655, 0.107], [2.078, 1.397, 0.309], [0.357, -0.804, -0.196], [0.243, -1.789, 0.775], [0.456, -3.120, 0.460], [0.809, -3.487, -0.828], [0.944, -2.517, -1.801], [0.719, -1.176, -1.503], [0.838, -0.165, -2.533], [0.342, 1.060, -2.356], [-0.350, 1.410, -1.094], [-2.296, 0.939, -1.320], [0.090, 3.021, 1.581], [-1.205, 2.557, 2.677], [-1.568, 2.829, 0.983], [-1.495, 0.411, 1.400], [0.054, 0.571, 2.239], [-0.018, -1.533, 1.789], [0.352, -3.871, 1.228], [0.982, -4.525, -1.070], [1.221, -2.789, -2.809], [1.318, -0.444, -3.459], [0.367, 1.809, -3.132], [-0.359, 2.485, -0.920]], "forces_ev_per_a": [[0.04, -0.17, -0.01], [0.08, 0.19, 0.10], [0.17, 0.11, 0.25], [-0.32, -0.07, 0.07], [0.21, -0.21, -0.18], [-0.06, 0.09, -0.04], [0.01, -0.04, 0.02], [0.01, -0.06, 0.05], [-0.02, 0.19, 0.03], [-0.10, -0.26, 0.33], [-0.10, 0.50, -0.11], [-0.01, -0.29, -0.23], [-0.19, 0.14, -0.04], [0.27, 0.14, 0.03], [0.04, 0.07, 0.00], [-0.05, 0.05, 0.08], [-0.07, 0.06, -0.08], [0.09, -0.06, -0.02], [-0.05, -0.08, -0.09], [-0.03, 0.06, 0.08], [-0.01, -0.08, 0.07], [0.01, -0.09, -0.02], [0.03, -0.03, -0.11], [0.03, 0.01, -0.14], [0.04, 0.03, -0.10], [-0.04, -0.19, 0.05]]}

---

No. 4
{"formula": "C4H7N3S", "method": "the ωB97M-V functional and the def2-TZVPD basis", "total_charge": 0, "relative_energy_kj_mol": 530.32, "symbols": ["C", "C", "C", "C", "N", "N", "N", "S", "H", "H", "H", "H", "H", "H", "H"], "positions_angstrom": [[-1.214, -0.475, 0.996], [-0.888, -1.906, -0.745], [-0.118, 0.195, 0.709], [0.964, 1.133, 0.923], [-1.612, -1.612, 0.327], [0.214, -1.232, -0.954], [0.678, 2.571, 0.495], [1.117, -1.123, -2.395], [-1.763, -0.524, 1.908], [-1.237, -2.644, -1.417], [1.221, 1.353, 1.925], [1.866, 0.954, 0.372], [0.053, 3.032, 1.270], [0.179, 2.443, -0.363], [0.542, -2.164, -3.053]], "forces_ev_per_a": [[0.60, -2.42, -0.30], [0.66, 1.84, 1.27], [0.60, -1.47, -1.91], [-0.40, 2.81, -0.96], [-0.89, -0.30, -0.76], [-0.17, 1.75, 1.55], [-1.14, -0.08, 2.19], [-0.18, -0.36, -0.04], [-0.19, 1.32, 0.88], [-0.25, -0.88, -0.56], [0.37, -1.01, 1.48], [0.34, -1.09, -0.12], [1.21, -1.18, -2.40], [-0.69, 0.75, -0.44], [0.13, 0.30, 0.13]]}

---

No. 5
{"formula": "C13H28InO14S3", "method": "the ωB97M-V functional and the def2-TZVPD basis", "total_charge": -1, "energy_ev": -80270.1382, "symbols": ["C", "C", "C", "C", "O", "In", "C", "C", "C", "O", "H", "H", "H", "H", "H", "H", "H", "H", "H", "H", "H", "H", "H", "H", "H", "H", "C", "C", "O", "S", "O", "O", "O", "H", "H", "H", "H", "C", "C", "O", "S", "O", "O", "O", "H", "H", "H", "H", "C", "C", "O", "S", "O", "O", "O", "H", "H", "H", "H"], "positions_angstrom": [[-0.092, 0.447, -0.341], [0.231, -0.296, -1.698], [1.687, -0.885, -1.660], [2.426, -0.852, -3.043], [3.800, -0.575, -2.982], [4.264, 1.334, -2.251], [3.696, 2.906, -3.782], [2.135, 2.677, -3.948], [1.358, 3.854, -4.854], [1.691, 2.338, -5.234], [0.424, -0.118, 0.458], [0.226, 1.505, -0.362], [-1.193, 0.447, -0.179], [-0.529, -1.101, -1.774], [0.073, 0.439, -2.510], [1.577, -1.951, -1.381], [2.255, -0.395, -0.854], [2.331, -1.881, -3.476], [1.852, -0.187, -3.735], [6.005, 1.516, -1.803], [3.213, 1.651, -0.849], [3.791, 3.943, -3.423], [4.103, 2.737, -4.792], [1.579, 2.271, -3.065], [0.526, 3.754, -5.581], [0.611, 3.921, -3.974], [3.829, 5.878, 1.297], [4.038, 5.240, 2.656], [2.994, 4.273, 2.770], [2.658, 3.677, 1.299], [3.350, 2.456, 1.133], [1.260, 3.804, 1.078], [3.423, 4.811, 0.443], [3.024, 6.617, 1.326], [4.735, 6.344, 0.915], [3.981, 5.962, 3.468], [4.995, 4.714, 2.704], [-2.344, -2.866, 2.697], [-1.049, -2.258, 3.195], [-0.022, -3.090, 2.646], [-0.501, -3.652, 1.213], [0.049, -2.831, 0.199], [-0.360, -5.066, 1.217], [-2.067, -3.287, 1.359], [-2.618, -3.748, 3.282], [-3.167, -2.155, 2.708], [-0.989, -2.240, 4.281], [-0.911, -1.246, 2.807], [-5.934, -4.419, 1.096], [-6.848, -5.477, 1.679], [-6.978, -5.126, 3.061], [-6.906, -3.523, 3.210], [-8.230, -3.016, 3.279], [-5.915, -3.209, 4.178], [-6.319, -3.202, 1.745], [-4.888, -4.620, 1.338], [-6.043, -4.325, 0.018], [-6.442, -6.481, 1.575], [-7.841, -5.439, 1.224]], "forces_ev_per_a": [[-0.25, -0.38, -0.76], [0.06, 0.40, 1.25], [-0.83, -0.43, -0.55], [0.09, -0.59, 0.14], [-0.47, 0.41, 0.10], [0.53, 0.49, 0.37], [-2.62, -0.88, -0.07], [3.15, 0.00, -2.78], [-1.47, 0.04, 0.51], [-0.19, -0.35, 3.85], [-0.38, 0.51, -0.11], [0.14, -0.60, 0.15], [0.59, -0.03, 0.13], [0.51, 0.36, -0.34], [0.18, -0.52, 0.10], [0.22, 0.59, 0.05], [-0.06, -0.05, -0.58], [-0.11, 0.55, 0.07], [0.38, -0.07, 0.27], [-0.33, -0.23, -0.21], [0.05, -0.20, -0.81], [0.40, -0.51, -0.09], [-0.04, 0.47, 0.41], [0.03, 0.58, -0.87], [0.66, 1.25, -0.40], [-0.12, -0.93, -0.60], [-0.25, 0.37, 0.10], [0.49, -0.15, -0.06], [-0.32, 0.36, -0.29], [0.31, -0.09, -0.22], [-0.25, 0.29, 0.69], [0.10, -0.10, 0.18], [0.07, -0.28, 0.40], [0.04, 0.03, 0.04], [-0.02, -0.18, -0.16], [-0.21, -0.12, 0.05], [0.03, 0.08, -0.03], [-0.17, -0.22, 0.48], [-0.10, 0.60, -0.19], [-0.37, -0.51, -0.15], [0.00, 0.37, 0.27], [-0.16, -0.44, -0.01], [0.10, 0.13, -0.06], [0.38, 0.14, -0.03], [-0.01, 0.05, 0.05], [0.02, -0.04, -0.22], [0.19, -0.20, -0.05], [-0.05, -0.01, 0.02], [0.49, -0.34, -0.01], [-0.38, 0.05, -0.42], [0.42, 0.39, 0.07], [0.08, -0.32, -0.50], [0.22, 0.16, 0.17], [-0.25, 0.01, 0.08], [-0.44, -0.15, 0.32], [-0.01, -0.02, -0.05], [-0.08, 0.23, 0.07], [0.03, 0.03, 0.27], [0.04, -0.02, -0.04]]}

---

No. 6
{"formula": "C2H4O3S", "method": "the ωB97M-V functional and the def2-TZVPD basis", "total_charge": 0, "relative_energy_kj_mol": 342.31, "symbols": ["C", "C", "O", "O", "O", "S", "H", "H", "H", "H"], "positions_angstrom": [[-0.007, -1.164, -0.890], [0.049, -0.166, 1.160], [-1.105, 2.086, 0.030], [1.244, 1.722, -0.324], [-0.468, -0.003, -1.388], [-0.044, 1.200, -0.123], [0.927, -1.400, -1.228], [-0.783, -1.977, -0.807], [-0.821, -0.261, 1.829], [1.007, -0.037, 1.743]], "forces_ev_per_a": [[-3.28, 0.67, 3.43], [1.02, -0.01, -2.69], [-2.20, 1.16, -0.12], [1.46, 0.02, -0.74], [-0.02, 2.15, 0.84], [0.17, -3.75, 1.09], [2.67, -0.90, -0.28], [0.98, 0.91, 0.00], [0.18, 0.00, -0.72], [-0.98, -0.24, -0.82]]}

---

No. 7
{"formula": "C3H4F2S", "method": "the ωB97M-V functional and the def2-TZVPD basis", "total_charge": 0, "relative_energy_kj_mol": 440.91, "symbols": ["C", "C", "C", "H", "H", "H", "H", "F", "F", "S"], "positions_angstrom": [[0.769, -0.340, 1.026], [0.320, -0.364, -0.341], [-0.493, 0.620, -0.850], [1.416, -1.355, 1.151], [1.252, 0.938, 1.234], [-0.405, 0.518, -1.929], [-1.687, 0.417, -0.698], [-0.714, -0.444, 1.895], [-0.218, 1.900, -0.379], [-0.240, -1.892, -1.109]], "forces_ev_per_a": [[0.93, 1.17, 2.32], [-2.73, -7.20, -0.36], [-4.79, 3.22, -2.04], [-1.59, 2.83, 0.81], [-1.51, -4.55, 0.01], [-0.02, 1.01, -0.37], [2.96, 0.56, 0.17], [4.00, 0.28, -2.18], [0.11, -0.11, -0.27], [2.63, 2.78, 1.91]]}